Record 1
Formula: C37H38Cl2O2P2Sr
Source: OMol25
Level of theory: ωB97M-V/def2-TZVPD

Structure (ORCA input):
```
! RIJCOSX wB97M-V def2-TZVPD def2/J DEFGRID3
* xyz 0 1
Sr -0.113 0.016 0.253
C -1.904 0.855 -7.606
C -1.912 -0.415 -7.181
C -1.043 -1.571 -7.583
C 0.291 -1.236 -8.291
C 1.199 -0.372 -7.462
C 1.207 0.962 -7.341
C 0.339 1.995 -7.996
C -0.996 1.509 -8.609
C 1.486 0.507 1.571
H -2.642 1.531 -7.151
H -2.674 -0.678 -6.438
H -1.619 -2.262 -8.221
H -0.814 -2.144 -6.669
H 0.804 -2.195 -8.485
H 0.092 -0.798 -9.275
H 1.938 -0.926 -6.867
H 1.968 1.389 -6.679
H 0.915 2.522 -8.776
H 0.109 2.762 -7.238
H -1.510 2.398 -9.016
H -0.797 0.857 -9.467
H 1.191 1.474 1.964
H 2.446 0.503 1.111
H 1.366 -0.283 2.312
P -1.601 -0.569 -1.801
P 1.675 0.013 -1.801
C -0.570 -0.763 -3.217
C 0.775 -0.551 -3.216
C -2.487 -2.058 -1.532
C -2.840 -2.796 -2.658
C -3.562 -3.973 -2.500
C -3.936 -4.408 -1.226
C -3.581 -3.656 -0.100
C -2.855 -2.481 -0.242
C -2.707 0.781 -2.107
C -2.286 2.126 -2.095
C -3.222 3.126 -2.324
C -4.564 2.805 -2.556
C -4.964 1.466 -2.555
C -4.042 0.454 -2.336
C 3.057 -1.046 -1.532
C 2.942 -2.335 -0.982
C 4.091 -3.089 -0.790
C 5.347 -2.572 -1.133
C 5.442 -1.286 -1.668
C 4.305 -0.520 -1.872
C 2.217 1.658 -2.175
C 2.420 2.605 -1.158
C 2.865 3.876 -1.496
C 3.109 4.209 -2.834
C 2.906 3.254 -3.836
C 2.464 1.978 -3.512
H -1.103 -1.051 -4.117
H 1.373 -0.669 -4.116
H -2.558 -2.450 -3.647
H -3.840 -4.555 -3.379
H -4.506 -5.329 -1.109
H -3.878 -3.990 0.895
H -2.577 -1.877 0.623
H -1.243 2.378 -1.901
H -2.906 4.170 -2.321
H -5.294 3.594 -2.733
H -6.009 1.208 -2.728
H -4.351 -0.588 -2.330
H 1.967 -2.731 -0.702
H 4.016 -4.092 -0.368
H 6.245 -3.168 -0.980
H 6.415 -0.873 -1.931
H 4.373 0.483 -2.281
H 2.236 2.323 -0.122
H 3.029 4.617 -0.713
H 3.460 5.206 -3.094
H 3.100 3.509 -4.879
H 2.314 1.232 -4.288
Cl -2.735 0.922 4.727
C -2.797 -0.663 3.937
Cl -4.398 -0.938 3.211
C -1.699 -0.735 2.811
O -0.826 -1.628 2.927
O -1.797 0.110 1.861
H -2.603 -1.446 4.680
*
```

LUMO level: -0.141 eV
max |F|: 4.3 eV/Å

These are the Löwdin partial charges, in e, on atoms 1 to 2: Sr 1.160; C -0.105

=====

Record 2
Formula: C37H38GeN2OPtS4Se
Source: OMol25
Level of theory: ωB97M-V/def2-TZVPD

Structure (ORCA input):
```
! RIJCOSX wB97M-V def2-TZVPD def2/J DEFGRID3
* xyz -2 3
Pt -0.969 -0.114 2.512
O -6.515 0.849 6.399
C -5.452 0.792 5.827
S -4.307 -0.522 6.051
C -3.150 -0.109 4.793
C -3.365 1.095 4.217
S -2.397 1.610 2.873
S -4.895 1.897 4.621
S -1.921 -1.218 4.387
C 2.278 -4.499 -1.698
C 1.266 -3.888 -2.581
C 1.464 -2.412 -2.849
C 1.377 -1.594 -1.523
N 0.072 -1.690 -0.927
C -0.165 -2.396 0.240
Se 0.720 -2.043 1.907
N -1.574 -2.452 0.284
C -2.310 -3.299 1.216
C -3.023 -4.504 0.467
C -2.130 -5.067 -0.663
C -0.770 -5.665 -0.113
C -2.107 -1.740 -0.792
C -3.405 -1.616 -1.276
C -3.602 -0.945 -2.494
C -2.512 -0.333 -3.140
C -1.192 -0.531 -2.685
C -1.045 -1.335 -1.561
H 1.936 -5.523 -1.449
H 2.433 -4.002 -0.715
H 3.252 -4.525 -2.100
H 0.291 -4.076 -2.123
H 1.185 -4.403 -3.583
H 0.634 -2.071 -3.491
H 2.395 -2.221 -3.400
H 1.600 -0.569 -1.708
H 1.996 -1.956 -0.707
H -3.075 -2.753 1.741
H -1.638 -3.597 2.051
H -3.949 -4.161 0.106
H -3.213 -5.312 1.180
H -1.896 -4.308 -1.366
H -2.657 -5.805 -1.201
H -0.154 -4.933 0.358
H -0.132 -6.045 -0.908
H -0.972 -6.422 0.572
H -4.210 -2.097 -0.688
H -4.587 -0.866 -3.048
H -2.684 0.184 -4.037
H -0.364 -0.097 -3.299
C -0.198 0.942 0.945
Ge 0.921 2.413 0.581
C 2.894 2.140 0.769
C 3.565 1.010 0.210
C 4.922 0.759 0.395
C 5.680 1.854 0.891
C 5.052 2.931 1.488
C 3.694 3.051 1.452
C 0.895 2.796 -1.423
C 2.006 3.282 -2.098
C 2.066 3.405 -3.439
C 0.970 3.051 -4.188
C -0.175 2.551 -3.536
C -0.257 2.482 -2.152
C 0.565 4.053 1.574
C 0.190 4.025 2.931
C -0.030 5.232 3.626
C 0.120 6.427 2.989
C 0.469 6.488 1.670
C 0.645 5.285 0.990
H -0.264 0.531 -0.019
H 2.897 0.305 -0.263
H 5.388 -0.119 -0.013
H 6.727 1.819 0.905
H 5.583 3.726 1.966
H 3.264 3.922 1.957
H 2.954 3.458 -1.564
H 2.992 3.610 -3.914
H 0.985 3.089 -5.262
H -1.003 2.296 -4.191
H -1.095 2.044 -1.679
H -0.045 3.091 3.531
H -0.417 5.153 4.591
H -0.019 7.395 3.494
H 0.574 7.437 1.151
H 0.923 5.354 -0.042
*
```

LUMO level (spin up / spin down): 4.243 / 4.241 eV
relative energy (zero: lowest compared OMol25 entry of this formula, charge and spin): 0.0000 eV
max |F|: 2.7 eV/Å

These are the Löwdin partial charges, in e, on atoms 1 to 2: Pt 0.303; O -0.124

=====

Record 3
Formula: C37H39BF4InN3S4
Source: OMol25
Level of theory: ωB97M-V/def2-TZVPD

Structure (ORCA input):
```
! RIJCOSX wB97M-V def2-TZVPD def2/J DEFGRID3
* xyz 0 1
In 0.973 -1.210 -0.664
S 3.198 -2.362 -1.594
C 4.578 -1.705 -0.744
C 5.825 -2.338 -0.931
C 6.970 -1.914 -0.288
C 6.939 -0.836 0.597
C 5.736 -0.197 0.810
C 4.577 -0.605 0.138
S 3.099 0.283 0.523
C 3.186 1.709 -0.586
C 2.792 1.509 -2.034
C 3.143 2.490 -2.960
C 2.789 2.317 -4.281
C 2.122 1.158 -4.653
C 1.816 0.226 -3.679
C 1.182 -1.091 -4.042
S -0.266 -1.460 -2.995
C -0.253 -3.238 -3.064
C -0.532 -3.800 -4.315
C -0.538 -5.165 -4.495
C -0.281 -5.983 -3.398
C -0.025 -5.434 -2.160
C -0.009 -4.043 -1.941
S 0.241 -3.528 -0.281
N 2.115 0.427 -2.388
H 5.861 -3.190 -1.599
H 7.901 -2.438 -0.466
H 7.832 -0.515 1.117
H 5.674 0.631 1.508
H 4.214 2.069 -0.549
H 2.558 2.483 -0.135
H 3.690 3.367 -2.636
H 3.039 3.069 -5.020
H 1.852 0.971 -5.685
H 1.908 -1.888 -3.875
H 0.877 -1.089 -5.086
H -0.758 -3.144 -5.148
H -0.755 -5.588 -5.467
H -0.286 -7.060 -3.510
H 0.169 -6.078 -1.312
C -3.231 0.227 5.028
C -2.238 -0.930 4.935
C -1.456 -1.019 6.252
C -3.020 -2.235 4.700
C -1.277 -0.763 3.764
C -0.223 -1.657 3.588
C 0.527 -1.603 2.437
N 0.317 -0.688 1.483
C -0.644 0.216 1.662
C -1.456 0.202 2.782
C -0.829 1.195 0.552
C -1.635 2.312 0.714
C -1.912 3.148 -0.356
C -1.320 2.811 -1.571
C -0.489 1.716 -1.645
N -0.220 0.920 -0.606
C -2.804 4.380 -0.236
C -3.849 4.368 -1.360
C -1.926 5.634 -0.371
C -3.531 4.424 1.109
H -3.867 0.079 5.903
H -3.884 0.270 4.153
H -2.725 1.190 5.141
H -2.156 -1.108 7.086
H -0.846 -0.127 6.412
H -0.800 -1.890 6.282
H -3.749 -2.376 5.502
H -2.353 -3.099 4.686
H -3.540 -2.209 3.742
H -0.021 -2.439 4.307
H 1.311 -2.328 2.248
H -2.281 0.894 2.847
H -2.074 2.502 1.681
H -1.499 3.389 -2.467
H -0.027 1.463 -2.587
H -3.394 4.465 -2.347
H -4.535 5.208 -1.231
H -4.432 3.444 -1.343
H -1.418 5.660 -1.338
H -1.165 5.665 0.414
H -2.542 6.534 -0.285
H -4.158 3.541 1.256
H -4.176 5.305 1.138
H -2.837 4.502 1.949
F -3.698 -2.518 -0.527
B -2.978 -1.628 0.258
F -3.771 -0.533 0.688
F -2.421 -2.259 1.391
F -1.904 -1.064 -0.532
*
```

LUMO level: -0.324 eV
relative energy (zero: lowest compared OMol25 entry of this formula, charge and spin): 0.2584 eV
max |F|: 0.6 eV/Å

These are the Löwdin partial charges, in e, on atoms 1 to 2: In 0.352; S 0.656

=====

Record 4
Formula: C37H39BrClN3O2PtS
Source: OMol25
Level of theory: ωB97M-V/def2-TZVPD

Structure (ORCA input):
```
! RIJCOSX wB97M-V def2-TZVPD def2/J DEFGRID3
* xyz 0 5
Pt -0.043 0.701 0.266
C 1.995 5.059 -2.551
C 1.391 3.850 -3.190
C 1.293 3.741 -4.572
C 0.853 2.535 -5.077
N 0.511 1.519 -4.294
C 0.572 1.733 -2.979
S 0.142 0.311 -2.036
N 0.995 2.851 -2.390
H 2.135 5.862 -3.273
H 2.964 4.796 -2.120
H 1.371 5.415 -1.738
H 1.563 4.560 -5.224
H 0.788 2.358 -6.145
Br -1.359 5.981 0.748
C 0.079 5.172 1.709
C 0.484 5.790 2.877
C 1.542 5.242 3.585
C 2.152 4.085 3.135
C 1.708 3.444 1.982
C 0.673 4.009 1.236
C 2.404 2.115 1.648
O 3.406 1.857 2.297
O 1.974 1.316 0.702
H -0.010 6.690 3.219
H 1.876 5.720 4.500
H 2.982 3.640 3.668
H 0.369 3.571 0.295
Cl 1.860 -5.512 -2.996
C 1.420 -4.254 -1.888
C 0.079 -3.988 -1.647
C -0.267 -3.048 -0.696
C 0.710 -2.351 0.038
C 0.363 -1.478 1.127
C 2.057 -2.583 -0.297
C 2.410 -3.527 -1.240
H -0.681 -4.529 -2.197
H -1.315 -2.848 -0.497
H 1.175 -1.231 1.806
H -0.612 -1.612 1.585
H 2.826 -2.004 0.204
H 3.451 -3.712 -1.474
C 0.728 1.031 5.528
C -0.462 1.510 4.742
C -1.437 2.322 5.325
C -2.533 2.783 4.595
C -3.556 3.694 5.225
C -2.682 2.402 3.278
C -1.753 1.533 2.659
C -0.625 1.140 3.426
N -1.871 1.027 1.401
C -3.162 0.839 0.726
C -2.994 -0.314 -0.285
C -4.266 -0.519 -1.110
C -4.603 0.771 -1.863
C -4.815 1.898 -0.848
C -5.947 1.534 0.119
C -5.600 0.233 0.851
C -5.415 -0.890 -0.171
C -4.314 0.427 1.666
C -3.526 2.119 -0.053
H 0.941 1.704 6.359
H 1.615 0.965 4.897
H 0.534 0.039 5.942
H -1.327 2.615 6.364
H -3.326 3.878 6.273
H -4.553 3.253 5.166
H -3.592 4.655 4.705
H -3.496 2.829 2.709
H 0.109 0.487 2.965
H -2.765 -1.231 0.270
H -2.155 -0.098 -0.947
H -4.100 -1.329 -1.824
H -5.504 0.628 -2.467
H -3.786 1.033 -2.543
H -5.065 2.824 -1.372
H -6.887 1.413 -0.426
H -6.083 2.347 0.842
H -6.411 -0.029 1.535
H -6.338 -1.029 -0.742
H -5.194 -1.832 0.339
H -4.039 -0.506 2.170
H -4.497 1.167 2.440
H -3.653 2.956 0.638
H -2.695 2.363 -0.722
*
```

LUMO level (spin up / spin down): 0.298 / -2.402 eV
relative energy (zero: lowest compared OMol25 entry of this formula, charge and spin): 0.1758 eV
max |F|: 1.1 eV/Å

These are the Löwdin partial charges, in e, on atoms 1 to 2: Pt 0.943; C -0.021

=====

Record 5
Formula: C37H39Cl2N8O7S3Ta
Source: OMol25
Level of theory: ωB97M-V/def2-TZVPD

Structure (ORCA input):
```
! RIJCOSX wB97M-V def2-TZVPD def2/J DEFGRID3
* xyz 2 1
Ta 0.112 0.258 -0.078
S -0.329 -1.245 -1.925
C -0.860 -2.722 -1.136
N -1.188 -3.871 -1.671
N -1.273 -4.124 -2.924
C -1.363 -3.226 -4.035
C -0.489 -3.395 -5.100
C -0.611 -2.573 -6.211
C -1.600 -1.600 -6.250
C -2.478 -1.452 -5.185
C -2.371 -2.271 -4.074
N -0.899 -2.773 0.214
N -0.586 -1.745 0.864
C -0.703 -1.931 2.301
C -1.152 -3.147 2.822
C -1.310 -3.295 4.189
C -1.029 -2.247 5.055
C -0.574 -1.045 4.541
C -0.412 -0.882 3.172
H -1.464 -5.100 -3.112
H 0.277 -4.159 -5.059
H 0.061 -2.701 -7.048
H -1.699 -0.968 -7.122
H -3.269 -0.715 -5.233
H -3.068 -2.183 -3.249
H -1.380 -3.970 2.164
H -1.657 -4.242 4.580
H -1.145 -2.377 6.123
H -0.318 -0.228 5.203
H -0.024 0.063 2.821
O 5.163 -1.281 3.491
C 5.484 -2.053 2.452
O 6.568 -2.546 2.335
C 4.451 -2.264 1.389
C 4.687 -3.090 0.314
N 3.617 -2.985 -0.493
N 2.693 -2.141 -0.049
C 3.185 -1.699 1.104
C 2.437 -0.702 1.874
O 2.614 -0.399 3.017
O 1.480 -0.076 1.150
H 4.216 -1.041 3.503
H 5.540 -3.708 0.088
H 3.469 -3.460 -1.369
Cl -1.291 1.650 -1.853
C -1.338 3.322 -1.284
C -2.202 4.184 -1.929
C -2.258 5.495 -1.482
C -1.464 5.898 -0.420
C -0.607 5.002 0.200
Cl 0.365 5.548 1.512
C -0.509 3.669 -0.223
S 0.639 2.586 0.537
H -2.807 3.844 -2.758
H -2.916 6.203 -1.965
H -1.500 6.917 -0.061
C -4.175 2.641 4.836
C -3.873 1.388 4.023
C -2.847 1.688 2.927
S -2.855 0.359 1.718
O -1.591 0.726 0.865
C -4.217 0.909 0.656
C -4.909 -0.259 -0.034
C -3.970 -1.178 -0.804
H -4.849 2.410 5.659
H -4.645 3.407 4.218
H -3.262 3.063 5.260
H -4.799 0.996 3.591
H -3.478 0.598 4.665
H -1.831 1.702 3.320
H -3.029 2.624 2.394
H -3.771 1.631 -0.032
H -4.902 1.443 1.317
H -5.653 0.170 -0.709
H -5.468 -0.831 0.708
H -3.335 -0.618 -1.494
H -4.545 -1.898 -1.386
H -3.326 -1.752 -0.131
O 4.467 1.425 1.536
C 5.183 2.217 0.604
N 5.987 1.445 -0.303
C 5.599 0.840 -1.454
O 6.359 0.190 -2.141
C 4.174 0.978 -1.938
C 3.985 1.114 -3.307
C 2.691 1.093 -3.795
C 1.648 0.870 -2.923
N 1.810 0.714 -1.597
C 3.069 0.813 -1.127
H 5.054 1.157 2.254
H 5.832 2.926 1.115
H 4.436 2.780 0.046
H 6.951 1.256 -0.062
H 4.842 1.215 -3.960
H 2.481 1.212 -4.849
H 0.646 0.792 -3.319
H 3.200 0.736 -0.061
*
```

LUMO level: -6.471 eV
relative energy (zero: lowest compared OMol25 entry of this formula, charge and spin): 1.2715 eV
max |F|: 0.5 eV/Å

These are the Löwdin partial charges, in e, on atoms 1 to 2: Ta 1.369; S 0.697